100
Properties=species:S:1:pos:R:3:forces:R:3 method="wB97M-V/def2-TZVPD" orbital_gap_ev="4.15 / 8.05" multiplicity=2 s2=0.76 lumo_ev="2.0490 / 2.0490" charge=-1 e_above_lowest_kj_mol=25.6 homo_energy_ev="-2.1 / -6.0"
Sc 0.865 -0.113 -0.884 -0.036 0.626 0.341
C 6.684 2.100 1.206 0.019 -0.016 0.026
C 5.884 0.830 1.045 0.051 -0.034 -0.073
O 4.527 1.120 1.408 -0.096 0.097 0.008
P 3.347 0.127 0.992 0.164 -0.330 -0.128
S 1.648 0.916 1.569 -0.158 -0.049 -0.020
S 3.473 -0.433 -0.921 0.042 -0.128 0.136
O 3.677 -1.228 1.793 0.147 -0.004 -0.031
C 3.433 -1.306 3.203 -0.110 0.039 0.105
C 4.023 -2.606 3.696 0.004 -0.006 0.010
H 7.744 1.899 1.048 0.034 -0.021 -0.031
H 6.558 2.507 2.209 -0.004 -0.007 0.036
H 6.362 2.850 0.487 -0.041 0.021 -0.019
H 6.254 0.029 1.691 0.006 0.029 0.003
H 5.906 0.476 0.011 0.033 0.010 0.053
H 2.352 -1.267 3.366 0.077 -0.009 0.017
H 3.882 -0.441 3.702 0.000 -0.060 -0.001
H 3.577 -3.447 3.164 -0.014 -0.007 -0.022
H 3.826 -2.731 4.761 -0.014 0.023 0.029
H 5.102 -2.633 3.539 0.009 0.015 -0.017
Cl 1.500 5.602 -5.739 0.005 0.028 -0.007
C 1.460 4.479 -4.434 -0.032 0.006 -0.055
C 0.688 3.324 -4.530 -0.035 -0.044 0.057
Cl -0.270 3.023 -5.928 0.011 -0.005 0.003
C 0.686 2.415 -3.486 0.034 0.039 -0.043
Cl -0.188 0.928 -3.551 -0.133 0.006 -0.106
C 1.416 2.622 -2.307 0.048 0.161 -0.038
O 1.368 1.780 -1.332 -0.097 -0.204 -0.160
C 2.184 3.799 -2.228 -0.036 -0.043 -0.091
Cl 3.069 4.069 -0.778 -0.010 -0.027 0.030
C 2.208 4.703 -3.278 0.041 0.079 0.020
Cl 3.168 6.130 -3.151 -0.018 0.003 0.004
C 3.453 -4.376 -1.822 0.002 -0.013 0.016
C 2.660 -4.227 -0.542 -0.115 0.089 0.082
C 3.046 -5.222 0.529 0.048 0.001 0.003
O 1.249 -4.470 -0.833 -0.044 -0.027 -0.124
P 0.227 -3.251 -0.933 0.032 0.035 -0.031
S 0.534 -2.095 -2.536 0.082 -0.045 -0.008
S 0.354 -2.134 0.708 -0.036 -0.052 0.086
O -1.145 -3.978 -1.184 0.108 0.002 0.008
C -1.806 -5.020 -0.410 -0.137 0.123 -0.078
C -1.298 -6.373 -0.859 -0.033 -0.080 0.022
C -1.705 -4.799 1.083 -0.083 -0.062 0.037
H 4.517 -4.284 -1.601 0.033 0.028 -0.005
H 3.183 -3.604 -2.540 -0.034 0.015 0.006
H 3.271 -5.355 -2.268 0.000 -0.040 0.000
H 2.750 -3.207 -0.155 0.091 -0.079 -0.020
H 2.891 -6.243 0.177 -0.009 -0.028 -0.033
H 2.450 -5.071 1.429 -0.038 0.028 0.012
H 4.098 -5.102 0.787 0.033 0.020 0.014
H -2.849 -4.895 -0.713 0.082 -0.041 0.027
H -0.276 -6.541 -0.523 0.044 0.026 0.010
H -1.327 -6.448 -1.944 -0.002 0.007 -0.040
H -1.937 -7.155 -0.443 0.000 0.008 0.013
H -0.680 -4.904 1.442 0.049 0.003 -0.015
H -2.318 -5.555 1.578 0.003 0.004 0.014
H -2.078 -3.815 1.360 0.011 0.018 -0.004
F -6.914 -1.885 -2.994 0.010 -0.036 0.059
C -6.554 -2.022 -1.674 -0.037 -0.014 -0.011
F -7.665 -1.682 -0.975 0.025 -0.017 -0.028
F -6.394 -3.368 -1.514 -0.036 0.042 -0.030
C -5.367 -1.258 -1.287 0.174 0.061 0.029
C -5.461 -0.011 -0.641 -0.253 0.042 0.058
C -4.352 0.722 -0.323 0.135 0.035 0.029
C -3.028 0.253 -0.647 -0.393 0.002 0.016
C -2.959 -1.001 -1.323 0.263 -0.034 -0.025
C -4.069 -1.726 -1.635 -0.097 -0.081 -0.063
P -1.591 1.064 -0.107 0.409 -0.062 0.122
C -1.569 2.778 -0.770 -0.208 -0.086 -0.100
C -2.394 3.107 -1.844 0.070 -0.032 0.075
C -2.310 4.356 -2.434 -0.062 0.009 -0.044
C -1.402 5.287 -1.950 0.088 0.074 0.055
C -0.571 4.970 -0.881 -0.074 0.044 -0.138
C -0.655 3.716 -0.303 0.010 0.038 0.080
C -1.354 6.640 -2.595 0.023 0.051 -0.042
F -1.217 6.556 -3.936 -0.014 0.016 0.121
F -0.339 7.398 -2.141 -0.065 -0.064 -0.049
F -2.491 7.346 -2.378 0.108 -0.074 -0.016
C -1.829 1.424 1.699 -0.032 -0.119 -0.192
C -2.402 2.592 2.195 -0.032 0.093 -0.007
C -2.677 2.731 3.544 0.023 -0.061 0.047
C -2.380 1.695 4.422 -0.043 0.072 0.042
C -1.819 0.521 3.944 -0.002 -0.022 0.030
C -1.555 0.391 2.591 0.035 -0.105 0.002
C -2.698 1.869 5.877 0.013 -0.006 -0.002
F -4.029 1.980 6.098 0.116 0.007 -0.010
F -2.266 0.841 6.633 -0.033 0.074 -0.048
F -2.139 2.990 6.388 -0.063 -0.079 -0.027
H -6.438 0.373 -0.374 -0.004 0.000 -0.005
H -4.475 1.664 0.197 -0.020 0.064 0.030
H -1.991 -1.392 -1.609 -0.015 -0.022 -0.005
H -3.958 -2.668 -2.158 0.021 -0.027 -0.016
H -3.095 2.368 -2.213 -0.019 -0.016 -0.025
H -2.950 4.605 -3.270 0.000 0.022 -0.018
H 0.154 5.687 -0.522 0.021 0.047 0.012
H 0.020 3.460 0.506 0.017 -0.029 0.035
H -2.641 3.409 1.528 0.008 0.002 -0.043
H -3.125 3.646 3.910 -0.013 0.020 0.046
H -1.589 -0.290 4.621 -0.007 0.005 0.015
H -1.137 -0.536 2.218 -0.025 0.043 0.016